Model 1:
A molecular structure, C30H44N10S3TeY, computed with ωB97M-V/def2-TZVPD.

Positions of all 89 atoms, in Å:
Y  0.8418  -0.5345  -0.4698
C  0.2076  0.3163  2.8905
N  1.4292  0.1435  2.0853
C  2.0877  1.4520  1.8205
C  1.1096  2.4742  1.2769
N  0.5200  2.1224  -0.0411
C  -0.9345  2.3855  0.0037
C  1.1560  2.9063  -1.1066
C  0.7365  4.2168  -1.3156
C  1.3008  5.0092  -2.3003
C  2.3093  4.4731  -3.0912
C  2.7435  3.1823  -2.8726
C  2.2002  2.3658  -1.8699
S  2.8961  0.7841  -1.5817
C  2.3792  -0.7245  2.7812
C  2.5358  -0.5765  4.1586
C  3.4287  -1.3505  4.8773
C  4.1927  -2.2904  4.1942
C  4.0538  -2.4308  2.8308
C  3.1533  -1.6561  2.0732
S  3.0823  -1.9276  0.3521
H  0.3412  1.0625  3.6872
H  -0.0524  -0.6319  3.3532
H  -0.6361  0.6299  2.2778
H  2.8981  1.2767  1.1109
H  2.5154  1.8394  2.7576
H  1.6040  3.4493  1.2168
H  0.2879  2.5854  1.9851
H  -1.1637  3.3686  0.4318
H  -1.4354  1.6349  0.6188
H  -1.3493  2.3164  -0.9971
H  -0.0580  4.6303  -0.7078
H  0.9480  6.0208  -2.4561
H  2.7556  5.0633  -3.8826
H  3.5296  2.7600  -3.4849
H  1.9471  0.1601  4.6907
H  3.5237  -1.2218  5.9478
H  4.8982  -2.9161  4.7283
H  4.6469  -3.1605  2.2946
C  -2.4066  -4.9684  3.6835
C  -1.7351  -3.9880  2.7672
C  -2.3386  -2.7880  2.4169
C  -1.6626  -1.8971  1.6020
N  -0.4355  -2.1268  1.1296
C  0.1352  -3.2988  1.4296
C  -0.4731  -4.2382  2.2409
H  -3.4854  -4.8178  3.7019
H  -2.0347  -4.8494  4.7034
H  -2.2027  -5.9945  3.3775
H  -3.3329  -2.5354  2.7627
H  -2.1495  -0.9790  1.2940
H  1.1158  -3.4693  0.9992
H  0.0452  -5.1647  2.4535
C  -0.6902  -1.0624  -6.6409
C  -0.1166  -2.4715  -6.5777
C  1.3829  -2.4612  -6.8525
C  -0.4177  -3.1329  -5.2307
N  0.1937  -2.4701  -4.1032
C  -0.5414  -2.0124  -2.9773
N  0.3106  -2.3548  -1.8793
N  1.4343  -2.9130  -2.4016
N  1.4024  -3.0239  -3.6439
H  -0.4816  -0.5983  -7.6079
H  -0.2542  -0.4390  -5.8584
H  -1.7718  -1.0619  -6.4876
H  -0.6093  -3.0913  -7.3394
H  1.8996  -1.8794  -6.0883
H  1.5953  -2.0165  -7.8276
H  1.8011  -3.4695  -6.8331
H  -0.0739  -4.1741  -5.2528
H  -1.5009  -3.1439  -5.0624
H  -1.5563  -2.4233  -2.9254
S  -3.8255  1.4332  2.5246
C  -3.1218  2.9168  2.7431
N  -3.4475  4.0524  2.0769
C  -2.7974  5.2205  2.6459
C  -1.5978  4.5708  3.3473
N  -2.1164  3.2329  3.6047
H  -4.3097  4.0816  1.5616
H  -3.4491  5.7293  3.3642
H  -2.4923  5.9287  1.8768
H  -1.3236  5.0805  4.2693
H  -0.7296  4.5422  2.6828
H  -1.5520  2.4856  3.9716
Te  -1.0122  0.2378  -2.8856
N  -3.8353  -0.8438  -0.5209
H  -3.8075  -1.7528  -0.9695
H  -3.4528  -0.1879  -1.1994
H  -4.8052  -0.6206  -0.3328

Properties
HOMO energy: -3.217 eV
Net charge: -1
HOMO-LUMO gap: 5.1 eV

Now the Mulliken charges, all in e:
1. Y 0.39
2. C -1.46
3. N 2.23
4. C -1.12
5. C -0.59
6. N 1.96
7. C -0.38
8. C -0.81
9. C -0.31
10. C -0.95
11. C -0.55
12. C -0.69
13. C 0.81
14. S -0.39
15. C -0.82
16. C -0.20
17. C -0.97
18. C -0.59
19. C -0.72
20. C 0.61
21. S -0.32
22. H 0.44
23. H 0.53
24. H -0.08
25. H 0.31
26. H 0.61
27. H 0.52
28. H -0.01
29. H 0.12
30. H -0.69
31. H 0.40
32. H 0.32
33. H 0.39
34. H 0.35
35. H 0.42
36. H 0.25
37. H 0.40
38. H 0.35
39. H 0.44
40. C -1.54
41. C 1.32
42. C -1.05
43. C -0.77
44. N 0.68
45. C -0.50
46. C -1.11
47. H 0.37
48. H 0.27
49. H 0.39
50. H 0.41
51. H 0.56
52. H 0.49
53. H 0.40
54. C -1.23
55. C 0.67
56. C -1.48
57. C -1.14
58. N 1.00
59. C -0.80
60. N 0.07
61. N -0.16
62. N -0.73
63. H 0.42
64. H 0.08
65. H 0.33
66. H 0.28
67. H 0.27
68. H 0.44
69. H 0.35
70. H 0.46
71. H 0.40
72. H 0.14
73. S -0.31
74. C -0.16
75. N -0.06
76. C -0.63
77. C -0.12
78. N -0.16
79. H 0.22
80. H 0.31
81. H 0.34
82. H 0.43
83. H 0.01
84. H 0.25
85. Te -0.58
86. N -0.53
87. H 0.21
88. H 0.09
89. H 0.18

=====

Model 2:
A molecular structure, C30H44N10S3TeY, computed with ωB97M-V/def2-TZVPD.

Positions of all 89 atoms, in Å:
Y  0.6314  -0.6277  0.1622
C  -2.9785  0.0649  0.0538
N  -2.0831  -0.2635  1.1676
C  -1.8675  0.9033  2.0541
C  -1.5310  2.1571  1.2831
N  -0.1705  2.1593  0.7190
C  -0.1775  2.7791  -0.6180
C  0.7442  2.8603  1.6168
C  0.5958  4.2438  1.7449
C  1.3933  4.9884  2.5925
C  2.3622  4.3213  3.3408
C  2.5068  2.9550  3.2260
C  1.7049  2.1720  2.3657
S  1.9476  0.4517  2.3461
C  -2.6143  -1.3580  1.9656
C  -3.9862  -1.3982  2.2198
C  -4.5532  -2.3967  2.9941
C  -3.7178  -3.3676  3.5370
C  -2.3568  -3.3232  3.2983
C  -1.7573  -2.3218  2.5105
S  -0.0311  -2.3618  2.2658
H  -3.8352  0.6841  0.3655
H  -3.3642  -0.8536  -0.3746
H  -2.4551  0.6031  -0.7358
H  -1.0615  0.6536  2.7495
H  -2.7798  1.0910  2.6393
H  -1.6673  3.0145  1.9489
H  -2.2356  2.2928  0.4614
H  -0.6471  3.7728  -0.6151
H  -0.7298  2.1524  -1.3199
H  0.8411  2.8688  -0.9823
H  -0.1668  4.7496  1.1628
H  1.2661  6.0611  2.6671
H  3.0079  4.8728  4.0150
H  3.2593  2.4358  3.8069
H  -4.6288  -0.6330  1.8016
H  -5.6216  -2.4126  3.1707
H  -4.1290  -4.1641  4.1466
H  -1.7031  -4.0789  3.7175
C  -4.0399  -5.0872  -2.7215
C  -3.0465  -4.0999  -2.1731
C  -2.8928  -2.8356  -2.7252
C  -1.9912  -1.9472  -2.1651
N  -1.2437  -2.2326  -1.0936
C  -1.3725  -3.4612  -0.5745
C  -2.2523  -4.4043  -1.0774
H  -4.2977  -4.8607  -3.7560
H  -4.9621  -5.0649  -2.1363
H  -3.6498  -6.1046  -2.6768
H  -3.4685  -2.5298  -3.5910
H  -1.8499  -0.9668  -2.5947
H  -0.7450  -3.6792  0.2820
H  -2.3109  -5.3750  -0.5991
C  6.5750  -0.5591  -2.0458
C  6.5621  -2.0382  -1.6788
C  6.9973  -2.2477  -0.2320
C  5.1818  -2.6453  -1.9292
N  4.1331  -2.0618  -1.1135
C  2.9419  -1.5004  -1.6726
N  1.9165  -2.0980  -0.8598
N  2.5455  -2.7782  0.1571
N  3.7841  -2.8053  0.0332
H  7.5552  -0.1142  -1.8521
H  5.8305  -0.0159  -1.4582
H  6.3345  -0.4042  -3.1018
H  7.2565  -2.5774  -2.3360
H  6.2923  -1.7656  0.4487
H  7.9887  -1.8199  -0.0595
H  7.0297  -3.3085  0.0301
H  5.2152  -3.7248  -1.7483
H  4.9044  -2.4939  -2.9775
H  2.8418  -1.7051  -2.7417
S  -2.6642  1.6706  -3.4315
C  -3.5240  3.0666  -3.1751
N  -3.5225  4.1808  -3.9532
C  -4.5322  5.1426  -3.5307
C  -4.7379  4.7263  -2.0679
N  -4.3411  3.3253  -2.1199
H  -3.2118  4.0856  -4.9045
H  -5.4548  5.0398  -4.1079
H  -4.1725  6.1653  -3.6190
H  -5.7722  4.8386  -1.7508
H  -4.0961  5.3006  -1.3957
H  -4.2373  2.7547  -1.2969
Te  2.7191  0.7514  -1.4544
N  0.1066  -0.2727  -3.7783
H  0.5711  -1.1479  -3.9958
H  0.8283  0.3654  -3.4468
H  -0.2800  0.0967  -4.6404

Properties
HOMO energy: -3.532 eV
Net charge: -1
HOMO-LUMO gap: 5.3 eV

Now the Mulliken charges, all in e:
1. Y 0.64
2. C -1.48
3. N 2.01
4. C -0.98
5. C -0.80
6. N 1.65
7. C -0.76
8. C -1.00
9. C -0.24
10. C -0.88
11. C -0.50
12. C -0.70
13. C 0.80
14. S -0.27
15. C -0.59
16. C -0.22
17. C -0.98
18. C -0.60
19. C -0.62
20. C 0.34
21. S -0.31
22. H 0.35
23. H 0.72
24. H -0.08
25. H 0.33
26. H 0.49
27. H 0.47
28. H 0.22
29. H 0.30
30. H -0.29
31. H 0.32
32. H 0.26
33. H 0.37
34. H 0.35
35. H 0.43
36. H 0.28
37. H 0.41
38. H 0.35
39. H 0.43
40. C -1.52
41. C 1.21
42. C -1.04
43. C -1.08
44. N 0.61
45. C -0.46
46. C -1.21
47. H 0.37
48. H 0.27
49. H 0.39
50. H 0.40
51. H 0.92
52. H 0.62
53. H 0.41
54. C -1.24
55. C 0.69
56. C -1.49
57. C -1.11
58. N 1.01
59. C -0.74
60. N -0.06
61. N 0.00
62. N -0.80
63. H 0.42
64. H 0.09
65. H 0.32
66. H 0.26
67. H 0.28
68. H 0.44
69. H 0.35
70. H 0.43
71. H 0.41
72. H 0.15
73. S -0.40
74. C 0.19
75. N -0.21
76. C -0.52
77. C -0.53
78. N -0.17
79. H 0.23
80. H 0.29
81. H 0.31
82. H 0.34
83. H 0.30
84. H 0.20
85. Te -0.56
86. N -0.47
87. H 0.18
88. H 0.03
89. H 0.23

=====

Least stable structure: model 2

=====

Model 1:
A single C2H8NOPS molecule, computed with ωB97M-V/def2-TZVPD.

Positions of all 14 atoms, in Å:
C  -0.5387  0.9307  -1.0690
C  0.9189  0.4006  -0.6558
N  0.9095  -0.8847  0.0055
O  2.1066  0.1586  2.0046
P  -0.8372  -0.7089  2.2806
S  1.2853  -1.0023  1.6975
H  -1.3714  0.7728  -0.3604
H  -0.5948  1.9283  -1.4533
H  -0.7432  0.2445  -1.9031
H  1.5460  0.3946  -1.4510
H  1.2323  1.1557  -0.0361
H  1.6355  -1.4241  -0.4470
H  -0.7080  -1.6091  3.2967
H  -1.0917  -1.7936  1.3695

Properties
2S+1: 3
HOMO energy (spin up / spin down): -5.094 / -10.089 eV
HOMO-LUMO gap (spin up / spin down): 5.7 / 7.3 eV

Now the natural (NBO) charges, all in e:
1. C -0.62
2. C -0.23
3. N -0.82
4. O -0.79
5. P -0.05
6. S 1.14
7. H 0.22
8. H 0.21
9. H 0.20
10. H 0.19
11. H 0.20
12. H 0.39
13. H -0.04
14. H -0.02

=====

Model 2:
A single C2H8NOPS molecule, computed with ωB97M-V/def2-TZVPD.

Positions of all 14 atoms, in Å:
C  1.5881  0.9806  0.5570
C  -2.3912  -0.4438  -0.8874
N  1.3263  -1.9453  0.4275
O  0.6307  -0.5005  -1.7200
P  0.6553  -0.4443  -0.2141
S  -1.3726  -0.3656  0.6846
H  1.2922  1.8461  -0.0648
H  1.3780  1.0966  1.5758
H  2.7026  0.9575  0.3311
H  -1.9001  -0.9829  -1.7213
H  -2.4292  0.5522  -1.2999
H  -3.2621  -1.0838  -0.6618
H  1.7962  -2.3461  1.2735
H  1.5385  -2.6590  -0.2508

Properties
2S+1: 3
HOMO energy (spin up / spin down): -4.399 / -9.815 eV
HOMO-LUMO gap (spin up / spin down): 5.1 / 6.9 eV

Now the natural (NBO) charges, all in e:
1. C -1.00
2. C -0.86
3. N -1.23
4. O -1.11
5. P 1.65
6. S 0.24
7. H 0.25
8. H 0.24
9. H 0.26
10. H 0.25
11. H 0.25
12. H 0.24
13. H 0.41
14. H 0.40

=====

Least stable structure: model 1

=====

Model 1:
2 unconnected molecules or ions with the total composition C2H8N2, computed with ωB97M-V/def2-TZVPD.

Positions of all 12 atoms, in Å:
C  -2.4764  2.7391  0.9670
N  -1.7426  1.9332  1.8946
H  -1.7818  3.4818  0.5820
H  -3.4429  3.0622  1.3980
H  -2.8099  2.2275  0.0390
H  -0.7733  1.8924  1.5736
H  -2.2164  1.0666  2.1625
C  3.1005  -3.5503  -2.0419
N  2.3916  -2.8693  -1.2346
H  2.6353  -3.8912  -2.9651
H  4.1312  -3.7440  -1.7863
H  2.9847  -2.3480  -0.5888

Properties
2S+1: 2
HOMO energy (spin up / spin down): -11.942 / -11.942 eV
Net charge: +1
HOMO-LUMO gap (spin up / spin down): 7.9 / 2.5 eV

Now the natural (NBO) charges, all in e:
1. C -0.51
2. N -0.24
3. H 0.26
4. H 0.30
5. H 0.33
6. H 0.43
7. H 0.43
8. C -0.04
9. N -0.62
10. H 0.17
11. H 0.16
12. H 0.33

=====

Model 2:
A gas-phase ion, C2H8N2 (charge +1), computed with ωB97M-V/def2-TZVPD.

Positions of all 12 atoms, in Å:
C  0.2647  -0.5502  1.5537
N  -0.2542  0.3741  0.5161
C  -0.3893  -0.1420  -0.8476
N  0.4010  0.6438  -1.7592
H  -0.5072  -0.9886  2.1694
H  0.7811  -1.4025  1.1769
H  1.0130  0.0905  1.9730
H  -1.0023  0.9168  0.7649
H  -1.3953  -0.1000  -1.2071
H  -0.1359  -1.2351  -0.9054
H  -0.0790  1.4653  -2.1775
H  1.3034  0.9278  -1.2573

Properties
2S+1: 2
HOMO energy (spin up / spin down): -16.320 / -15.161 eV
Net charge: +1
HOMO-LUMO gap (spin up / spin down): 13.1 / 6.7 eV

Now the natural (NBO) charges, all in e:
1. C -0.46
2. N -0.24
3. C -0.13
4. N -0.61
5. H 0.27
6. H 0.24
7. H 0.25
8. H 0.40
9. H 0.25
10. H 0.22
11. H 0.41
12. H 0.40

=====

Model 3:
2 unconnected molecules or ions with the total composition C2H8N2, computed with ωB97M-V/def2-TZVPD.

Positions of all 12 atoms, in Å:
C  4.6033  -1.5653  -0.7441
H  4.2716  -2.2457  0.0554
H  5.6048  -1.2694  -0.4110
H  4.8169  -2.1863  -1.6055
H  3.8499  -0.7958  -0.8433
N  -2.7271  1.8835  -0.0114
C  -3.3980  1.0842  0.8730
N  -4.5951  0.6977  0.5360
H  -1.7300  1.7370  0.1557
H  -3.0062  1.8619  -0.9940
H  -2.9241  0.9235  1.8466
H  -4.7661  -0.1252  1.1426

Properties
2S+1: 2
HOMO energy (spin up / spin down): -14.672 / -14.672 eV
Net charge: +1
HOMO-LUMO gap (spin up / spin down): 9.4 / 5.3 eV

Now the natural (NBO) charges, all in e:
1. C -0.86
2. H 0.21
3. H 0.22
4. H 0.22
5. H 0.21
6. N -0.52
7. C 0.27
8. N -0.26
9. H 0.43
10. H 0.45
11. H 0.24
12. H 0.38

=====

Least stable structure: model 1

=====

Model 1:
2 unconnected molecules or ions with the total composition CH4INS, computed with ωB97M-V/def2-TZVPD.

Positions of all 8 atoms, in Å:
C  1.0362  0.6730  0.3573
N  -0.3556  0.6622  -0.0442
S  -0.7675  0.9892  -1.5061
H  1.4693  -0.2729  0.4902
H  1.8190  1.1490  -0.3551
H  1.0178  1.1533  1.4445
I  -2.6122  -2.7684  -0.3992
H  -1.6070  -1.5854  0.0126

Properties
HOMO energy: -8.699 eV
SMILES: CN=S.I
HOMO-LUMO gap: 7.3 eV

Now the natural (NBO) charges, all in e:
1. C -0.48
2. N -0.53
3. S 0.37
4. H 0.23
5. H 0.20
6. H 0.22
7. I -0.11
8. H 0.11

=====

Model 2:
2 unconnected molecules or ions with the total composition CH4INS, computed with ωB97M-V/def2-TZVPD.

Positions of all 8 atoms, in Å:
C  -0.6810  0.8784  -0.2441
N  -0.4220  -1.5641  0.7241
S  -0.0079  -0.7623  -0.5326
I  3.5606  0.2750  0.0966
H  -1.2031  0.8070  0.6048
H  -1.2476  1.2388  -1.2272
H  0.2292  1.6560  -0.2664
H  -0.2281  -2.5289  0.8449

Properties
HOMO energy (spin up / spin down): -9.712 / -8.028 eV
HOMO-LUMO gap (spin up / spin down): 9.2 / 5.1 eV

Now the natural (NBO) charges, all in e:
1. C -0.79
2. N -0.91
3. S 0.75
4. I -0.16
5. H 0.24
6. H 0.24
7. H 0.25
8. H 0.38

=====

Least stable structure: model 2